Computed, not measured: a cluster of 19 separate species, C76H152O38 in total in a non-equilibrium geometry, with the ωB97M-V functional and the def2-TZVPD basis.

Summary:
* energy above the lowest of the compared OMol25 structures with the same formula, charge and spin: 0.0 kJ/mol
* gap between HOMO and LUMO: 10.7 eV
* LUMO energy: 0.53 eV
* HOMO level: -0.3726 hartree

Cartesian coordinates (Å):
O  1.12911  -9.24886  0.64386
C  0.24655  -9.09985  1.44854
O  0.03886  -9.93385  2.55114
C  0.95635  -11.08877  2.67182
C  0.29700  -12.32478  2.09105
C  -0.82803  -8.00412  1.54020
H  1.05157  -11.19364  3.77249
H  1.95365  -10.87696  2.19887
H  -0.53243  -12.81370  2.67216
H  1.04924  -13.08215  2.02716
H  -0.03812  -12.07601  1.07806
H  -1.61030  -8.26636  0.85934
H  -0.40019  -7.04674  1.23711
H  -1.14115  -7.79492  2.59693
O  7.36195  -1.89822  -3.00790
C  6.88895  -1.19484  -2.16933
O  5.74513  -1.41898  -1.46249
C  4.91126  -2.49851  -1.84713
C  3.65037  -2.11926  -2.58322
C  7.57841  0.04898  -1.57120
H  4.62658  -3.01853  -0.94977
H  5.50488  -3.22955  -2.45030
H  2.97546  -1.49167  -2.00166
H  3.25109  -3.12053  -2.77065
H  3.88562  -1.65550  -3.54990
H  7.38045  0.87346  -2.26173
H  8.64972  -0.14923  -1.47498
H  7.17903  0.27510  -0.58361
O  -3.91383  -4.00465  4.04539
C  -3.09572  -3.17000  4.33603
O  -1.77331  -3.33722  4.18915
C  -1.25524  -4.66996  3.85472
C  -1.29597  -5.66920  5.01026
C  -3.36965  -1.81312  4.89781
H  -0.21278  -4.36507  3.63213
H  -1.82972  -4.93156  2.98909
H  -2.29077  -5.83023  5.32549
H  -0.66076  -5.51297  5.85801
H  -0.97506  -6.63860  4.64095
H  -3.05785  -1.03088  4.19607
H  -2.75025  -1.65142  5.79826
H  -4.40426  -1.67994  5.11512
O  3.18624  1.09825  3.98739
C  3.78445  1.37499  5.01975
O  5.07815  1.49071  5.14513
C  5.82603  1.33870  3.92133
C  7.17039  1.85302  4.09173
C  3.07161  1.59374  6.29961
H  5.25782  1.87380  3.17086
H  5.86530  0.27398  3.59527
H  7.73089  1.29462  4.86217
H  7.12140  2.85939  4.41599
H  7.71224  1.77196  3.15795
H  3.67061  2.21902  6.98940
H  2.94858  0.58939  6.71777
H  2.08074  2.00318  6.09961
O  5.57376  2.99797  -3.02714
C  4.91839  1.97064  -3.25178
O  5.28400  1.11798  -4.24795
C  6.44661  1.54383  -4.97075
C  6.84856  0.31875  -5.67120
C  3.69915  1.50390  -2.59160
H  7.21156  1.84535  -4.23084
H  6.15656  2.39761  -5.59496
H  7.02524  -0.52904  -5.01167
H  7.76980  0.46956  -6.26243
H  6.09165  -0.04345  -6.39257
H  3.44135  2.17818  -1.80281
H  3.77051  0.48409  -2.21944
H  2.89121  1.37332  -3.32245
O  2.25794  1.46043  -9.39281
C  1.12514  1.76467  -9.28724
O  0.65451  2.60517  -8.37647
C  1.75104  3.23603  -7.64503
C  2.23329  2.30773  -6.58014
C  -0.00616  1.15446  -10.05095
H  1.32608  4.16962  -7.32855
H  2.57596  3.35086  -8.33589
H  2.82337  1.50904  -6.99669
H  1.37483  1.88708  -6.04055
H  2.86181  2.81519  -5.84666
H  -0.87950  1.79583  -9.98701
H  -0.20484  0.18485  -9.58958
H  0.26796  1.01462  -11.13653
O  -4.37839  -1.10909  -2.02758
C  -3.98383  -0.02522  -2.44419
O  -4.27549  0.45499  -3.68206
C  -4.95697  -0.41526  -4.59774
C  -3.93821  -1.20119  -5.41472
C  -3.02447  0.85173  -1.66423
H  -5.55662  0.28639  -5.19456
H  -5.61307  -1.10818  -4.04693
H  -4.37737  -1.47897  -6.36870
H  -3.57785  -2.07742  -4.95153
H  -3.06670  -0.56161  -5.67217
H  -3.34828  0.95108  -0.63712
H  -2.81697  1.78057  -2.18575
H  -2.09817  0.24348  -1.64068
O  1.74099  -3.44385  2.94673
C  2.11835  -3.60515  1.80747
O  2.71332  -2.64600  1.10264
C  2.82432  -1.37038  1.81775
C  3.52798  -0.47503  0.84572
C  1.91992  -4.81888  0.98867
H  3.34676  -1.60419  2.74290
H  1.77870  -1.02567  2.02652
H  3.00752  -0.44813  -0.12565
H  4.56176  -0.84609  0.64365
H  3.61866  0.56561  1.24512
H  2.39482  -4.78047  -0.01132
H  0.86522  -4.97304  0.76067
H  2.26121  -5.71193  1.50255
O  4.31209  5.40009  0.81675
C  4.66014  4.25941  0.99393
O  3.99077  3.39645  1.81639
C  2.86259  3.92863  2.55999
C  3.36658  4.91893  3.58530
C  5.76686  3.55103  0.33975
H  2.49863  2.97926  2.98312
H  2.14674  4.39151  1.84073
H  2.82567  4.97835  4.55533
H  3.37561  5.86630  3.11037
H  4.41136  4.63330  3.74542
H  5.55924  3.42498  -0.73301
H  5.83569  2.53701  0.74363
H  6.68699  4.07957  0.50559
O  -4.38087  6.00902  -1.36055
C  -3.77903  5.87112  -2.42192
O  -3.45784  6.87444  -3.25792
C  -3.96269  8.17056  -2.86680
C  -3.77077  9.10048  -3.95467
C  -3.15334  4.56960  -2.92492
H  -3.43281  8.53332  -2.00095
H  -5.00447  8.04358  -2.49527
H  -4.45041  8.94459  -4.80688
H  -2.74614  9.05816  -4.34539
H  -3.98223  10.10317  -3.61292
H  -3.92462  3.78873  -2.75674
H  -2.30825  4.25815  -2.28682
H  -2.85684  4.68056  -3.99196
O  -0.18730  4.66197  1.86392
C  -1.40630  4.43935  1.93124
O  -2.08984  4.56682  3.01476
C  -1.33407  5.00643  4.15391
C  -2.35433  4.93554  5.25160
C  -2.29891  3.97217  0.84190
H  -0.99600  6.01826  3.95673
H  -0.47124  4.37523  4.23580
H  -2.03948  5.22307  6.21343
H  -2.77668  3.88314  5.20959
H  -3.16936  5.54815  4.98724
H  -2.05498  4.33948  -0.16307
H  -3.28783  4.28680  1.05681
H  -2.30757  2.86807  0.83900
O  -3.17392  -5.57499  0.97126
C  -4.34171  -5.31950  0.92636
O  -4.94443  -4.76020  -0.13085
C  -4.10488  -4.63148  -1.33088
C  -5.13267  -4.25318  -2.39965
C  -5.34585  -5.68062  1.97595
H  -3.73118  -5.67418  -1.51751
H  -3.27853  -3.91116  -1.22758
H  -5.47075  -3.23572  -2.21065
H  -5.93754  -5.00928  -2.36710
H  -4.59032  -4.30161  -3.35096
H  -4.87558  -6.38179  2.68540
H  -6.30277  -6.08048  1.57515
H  -5.56827  -4.78381  2.58997
O  -3.34716  3.66660  -6.86191
C  -3.03716  2.55163  -7.15553
O  -2.05891  1.88660  -6.49310
C  -1.54079  2.51798  -5.33565
C  -0.86229  1.45738  -4.57394
C  -3.65966  1.70293  -8.23642
H  -2.37504  2.97251  -4.86909
H  -0.85100  3.29658  -5.68909
H  -0.16531  0.86493  -5.18598
H  -1.51918  0.72663  -4.08714
H  -0.20408  1.82770  -3.77862
H  -2.97339  1.20384  -8.87757
H  -4.21283  2.40697  -8.87997
H  -4.35541  0.98382  -7.82525
O  -3.91981  0.55750  1.59492
C  -4.70976  0.52149  2.56286
O  -5.38914  -0.54959  2.84558
C  -5.34252  -1.63782  1.90473
C  -6.78690  -1.84728  1.42388
C  -5.05204  1.69329  3.43630
H  -4.93937  -2.43370  2.50882
H  -4.67612  -1.38900  1.09107
H  -6.90980  -2.77912  0.85583
H  -7.10195  -1.01936  0.74995
H  -7.36066  -1.86506  2.30665
H  -5.05215  2.58304  2.81821
H  -4.27230  1.84954  4.15096
H  -6.00598  1.51583  3.91950
O  -2.10518  -5.61980  -3.49500
C  -1.36529  -5.26022  -2.62573
O  -0.90256  -4.00269  -2.41978
C  -1.30284  -2.97887  -3.37594
C  -0.04751  -2.54673  -4.11917
C  -0.78210  -6.10279  -1.50999
H  -1.73330  -2.14713  -2.77846
H  -2.09146  -3.36313  -4.04348
H  -0.37143  -2.05448  -5.04207
H  0.52774  -3.40662  -4.45623
H  0.53062  -1.89009  -3.46529
H  0.25473  -5.83182  -1.42659
H  -0.99298  -7.12371  -1.63721
H  -1.14191  -5.80300  -0.50761
O  0.04124  2.13900  5.11282
C  -0.94486  1.62045  4.60858
O  -2.01835  1.26935  5.35352
C  -1.84277  1.65890  6.73337
C  -3.12392  1.56658  7.44148
C  -1.12421  1.30595  3.19101
H  -1.37325  2.65069  6.70492
H  -1.07147  1.02623  7.23253
H  -3.76836  2.38484  7.06477
H  -3.07483  1.72029  8.50095
H  -3.64670  0.60795  7.31471
H  -0.26397  1.61200  2.64777
H  -2.02202  1.78127  2.80816
H  -1.26849  0.24002  3.07601
O  0.07858  -3.25969  8.00446
C  1.13073  -2.73781  8.14677
O  1.83980  -2.14265  7.15114
C  1.35708  -2.29910  5.78689
C  0.62963  -1.08276  5.29255
C  1.87255  -2.60660  9.43698
H  0.74705  -3.17269  5.76905
H  2.28073  -2.46844  5.21579
H  -0.31104  -0.89388  5.82150
H  0.40829  -1.12460  4.23861
H  1.30924  -0.28108  5.38030
H  2.94035  -2.86781  9.32285
H  1.43155  -3.21169  10.21042
H  1.85407  -1.55599  9.74913
O  -0.10735  5.00841  -1.68946
C  0.40723  6.04469  -1.29601
O  1.68939  6.36728  -1.41328
C  2.61649  5.39225  -1.89653
C  2.52303  5.16237  -3.40141
C  -0.36912  7.18568  -0.75233
H  2.55686  4.48610  -1.26800
H  3.59927  5.76792  -1.64230
H  2.83622  6.10372  -3.88757
H  1.57052  4.77814  -3.75625
H  3.29731  4.45498  -3.67789
H  -0.19316  7.22425  0.31872
H  -1.46942  7.14386  -0.77594
H  -0.06347  8.06577  -1.30312
O  0.91189  0.11335  -1.82716
C  0.45404  0.60337  -0.81553
O  -0.21638  -0.07058  0.07740
C  -0.41834  -1.43735  -0.15265
C  -1.26364  -1.93322  0.98282
C  0.60990  2.00644  -0.40232
H  0.54835  -1.96404  -0.25277
H  -0.95372  -1.55420  -1.10205
H  -2.22409  -1.46894  1.04545
H  -0.75145  -1.65506  1.88873
H  -1.33589  -3.02844  1.07478
H  0.69946  2.67884  -1.26153
H  1.52771  2.11812  0.17306
H  -0.19771  2.34164  0.27627

Results of the Mulliken charge analysis, in e, for atoms 1 through 4: O -0.5828; C 0.3951; O -0.2991; C -0.2436